{
  "formula": "C3H12N2O",
  "method": "wB97M-V/def2-TZVPD",
  "elements": ["C", "N", "O", "H", "H", "H", "H", "H", "C", "C", "N", "H", "H", "H", "H", "H", "H", "H"],
  "positions_angstrom": [[-2.16214, -0.81305, 0.35762], [-1.65257, 0.23164, -0.51007], [-1.49093, 1.38571, 0.29165], [-1.92539, 2.08936, -0.21451], [-0.52452, -0.08776, -0.76425], [-2.17170, -1.74326, -0.20631], [-3.18309, -0.56420, 0.65543], [-1.55765, -0.92667, 1.26265], [1.76982, 0.80970, 0.98220], [0.93719, -0.48498, -1.31405], [1.07415, -0.38241, 0.55805], [1.70044, -1.18080, 0.65555], [1.10250, 1.67162, 0.93542], [2.10551, 0.68773, 2.01980], [2.66100, 1.05487, 0.38028], [0.50774, 0.07273, -2.14934], [0.82427, -1.56105, -1.41926], [1.98536, -0.25917, -1.52083]],
  "lumo_energy_ev": 0.887,
  "homo_energy_ha": -0.3100,
  "e_above_lowest_kcal_mol": 119.7
}